[1]
Computed, not measured: a 2-piece molecular cluster, C8H14N5 overall at a distorted geometry, with ωB97M-V/def2-TZVPD.

Geometry as XYZ:
```
27
Properties=species:S:1:pos:R:3:forces:R:3
C 0.012 -2.722 0.044 1.179 -1.909 0.529
C -0.149 -0.106 -0.311 1.185 0.465 0.943
C 1.124 -0.698 -0.138 0.264 -3.329 0.904
C -1.214 -0.922 -0.347 1.961 -2.292 0.068
C -2.024 1.063 0.114 -2.346 4.918 2.028
C 2.510 1.188 -0.716 -0.297 -0.262 -1.160
C 3.497 -0.867 0.410 -0.911 0.243 -3.095
C -3.566 -0.803 0.224 -1.645 -2.408 -1.159
N 1.171 -2.097 0.123 -1.185 2.880 -0.770
N -1.185 -2.211 -0.268 -0.390 -1.974 0.420
N -0.594 1.203 -0.152 -0.814 1.203 -0.205
N 2.305 -0.119 -0.038 0.381 2.103 -0.971
N -2.423 -0.214 -0.393 0.258 0.910 -6.596
H 0.200 -3.818 0.337 -1.316 1.536 -0.779
H -2.428 1.071 1.227 1.612 -0.312 -1.548
H -2.692 1.999 -0.275 1.706 -2.415 0.290
H 1.510 1.682 -0.751 1.199 0.107 0.141
H 3.270 1.698 -0.114 -0.420 0.400 -0.433
H 2.838 1.166 -1.855 -0.377 -0.510 2.346
H 3.282 -1.267 1.338 -0.278 -1.121 1.865
H 3.608 -1.673 -0.371 0.743 0.709 1.106
H 4.284 -0.134 0.497 0.434 -0.190 -0.269
H -3.227 -1.425 1.044 0.037 0.134 0.282
H -4.146 0.037 0.545 -1.055 -0.069 0.117
H -4.051 -1.545 -0.529 0.496 1.628 1.462
H -0.066 1.834 0.453 -0.482 -0.371 -0.168
H -2.577 -0.119 -1.818 0.061 -0.072 4.654
```
Forces are in eV/Å.

The energy relative to the best compared isomer or geometry (same formula, charge and spin) comes out at 352.81 kJ/mol. For the total energy, the calculation gives -586.6449 a.u. The net charge is +1.

=====

[2]
Computed, not measured: C28H34ClGaN10O4S2 as an isolated structure at a distorted geometry, with ωB97M-V/def2-TZVPD.

Geometry as XYZ:
```
80
Properties=species:S:1:pos:R:3:forces:R:3
Ga -10.149 2.652 18.040 1.784 1.253 -0.288
C -13.648 5.920 20.628 1.877 0.491 -1.163
C -13.624 4.726 19.722 -1.085 -0.236 1.146
N -14.713 4.247 19.227 -0.133 -0.555 -1.181
N -14.342 3.154 18.449 0.440 0.470 1.266
C -13.050 2.895 18.580 -0.166 -0.319 -0.787
S -12.078 1.639 17.862 -1.541 -0.134 -0.108
N -12.577 3.871 19.392 -1.421 -0.272 -0.291
N -11.249 4.116 19.436 2.831 0.351 1.787
H -14.394 6.575 20.238 -0.413 0.634 -0.603
H -12.662 6.456 20.604 -0.913 -0.393 0.188
H -13.977 5.782 21.631 0.145 -0.852 0.865
H -15.057 2.636 17.954 0.056 -0.080 -0.014
H -11.131 5.079 19.171 0.499 0.616 -0.494
H -10.855 4.083 20.423 -0.756 -0.220 -1.197
C -10.623 -1.705 22.260 1.521 -0.228 -0.875
C -9.281 -2.341 21.693 -0.838 -0.331 1.288
C -9.323 -2.278 20.158 -1.329 -0.957 0.531
C -9.308 -3.822 22.157 -0.334 -0.109 -1.226
C -8.018 -1.684 22.299 0.914 -1.397 0.977
O -6.850 -2.111 21.580 0.228 -0.546 0.414
C -7.760 -1.954 23.881 1.283 -0.975 -1.279
C -8.758 -1.770 24.989 0.275 1.424 1.084
C -9.157 -0.291 25.137 -0.970 -0.533 0.905
C -8.166 0.681 25.143 0.466 -0.111 -0.342
C -8.414 2.053 25.229 -0.352 -0.761 0.328
C -9.736 2.417 25.408 -0.671 -1.068 -0.893
Cl -10.180 4.066 25.373 -0.162 0.825 0.173
C -10.778 1.451 25.446 -0.152 0.578 0.929
C -10.507 0.098 25.373 1.754 0.126 -0.037
C -8.039 -0.222 22.185 -0.716 2.293 1.141
N -8.359 0.353 20.878 1.467 -0.199 -0.224
C -9.270 1.222 20.540 -0.623 -0.684 0.503
N -9.089 1.607 19.286 1.166 -0.256 -0.444
C -7.907 0.914 18.913 -0.710 1.073 -0.310
N -7.453 0.175 19.880 -0.451 0.532 -0.865
H -11.388 -2.023 21.547 -0.253 0.298 0.451
H -10.550 -0.618 22.377 -0.405 -0.131 -0.405
H -10.794 -2.076 23.252 -0.430 -0.322 0.345
H -9.849 -3.185 19.811 0.059 0.481 0.008
H -8.411 -2.248 19.648 1.660 -0.182 -0.326
H -9.872 -1.423 19.807 -0.587 0.475 -0.157
H -10.255 -4.303 21.783 0.932 0.357 0.502
H -9.222 -3.924 23.234 -0.302 -0.034 0.038
H -8.458 -4.349 21.707 -0.219 -0.088 0.045
H -6.436 -2.941 21.907 -0.776 0.811 -0.049
H -6.836 -1.378 24.189 -0.794 -0.854 -0.764
H -7.525 -3.033 23.905 0.457 0.474 -0.034
H -8.242 -2.100 25.922 -0.151 0.369 -0.520
H -9.599 -2.428 24.966 -0.761 -0.224 -0.412
H -7.137 0.345 25.000 -0.229 0.295 0.186
H -7.591 2.760 25.190 -0.277 0.033 0.061
H -11.797 1.773 25.713 0.580 0.003 -0.351
H -11.246 -0.657 25.623 -0.133 0.135 -0.418
H -7.082 0.261 22.477 -0.603 -0.515 -0.061
H -8.852 0.098 22.883 0.901 0.261 -0.756
H -10.072 1.435 21.209 -0.456 0.393 0.182
H -7.492 1.132 17.920 0.140 -0.561 0.652
O -2.701 7.338 14.939 -0.988 0.912 -0.775
S -1.676 6.446 15.273 1.724 -0.908 1.752
O -0.301 6.835 15.235 -0.807 -0.194 -0.457
O -2.011 5.193 15.872 0.016 0.167 -0.542
C -4.278 4.527 12.839 1.467 -0.695 -1.392
N -3.916 3.634 11.959 -0.057 -0.398 -0.416
C -4.688 2.510 11.863 0.522 2.528 1.130
C -5.693 2.377 12.788 -3.031 -0.315 1.434
C -6.079 3.469 13.639 3.685 0.085 -2.918
N -5.277 4.572 13.603 -1.546 0.227 1.375
C -7.152 3.552 14.500 -2.861 -1.671 0.773
C -8.247 2.650 14.467 -1.224 -0.573 0.562
C -9.176 2.613 15.506 0.873 -0.687 -0.513
N -9.041 3.396 16.672 -1.369 -1.557 -0.235
C -7.937 4.195 16.690 1.081 2.247 0.700
C -7.099 4.362 15.603 1.438 1.009 2.190
H -4.451 1.917 11.021 0.029 -1.095 -0.340
H -6.418 1.543 12.938 1.223 0.132 -0.885
H -8.218 2.025 13.567 -1.002 -0.197 0.692
H -9.951 1.888 15.773 0.038 -0.343 -1.759
H -7.923 4.757 17.633 0.827 0.145 -0.651
H -6.125 4.918 15.527 -1.364 0.258 1.156
```
Forces are in eV/Å.

The energy relative to the best compared isomer or geometry (same formula, charge and spin) comes out at 317.30 kJ/mol. For the total energy, the calculation gives -5116.4657 a.u. The net charge is +2.

=====

[3]
Computed, not measured: one molecule with the formula C4H6N2, with ωB97M-V/def2-TZVPD.

Geometry as XYZ:
```
12
Properties=species:S:1:pos:R:3:forces:R:3
N 1.942 0.001 0.329 0.149 0.413 0.049
C 0.658 0.139 -0.312 0.080 0.078 -0.227
C -0.220 1.336 -0.097 -0.284 -0.364 0.225
C -1.480 0.754 0.073 -0.077 0.215 0.033
C -1.401 -0.650 0.110 0.180 -0.135 -0.059
N -0.160 -1.060 -0.074 -0.337 0.153 0.022
H 2.624 0.521 -0.209 0.083 -0.094 -0.082
H 1.891 0.512 1.205 0.034 -0.161 0.135
H 0.769 0.239 -1.403 0.140 -0.252 -0.079
H -2.411 1.291 0.217 0.074 -0.100 -0.012
H -2.192 -1.379 0.257 0.010 0.094 -0.003
H 0.174 -2.012 -0.071 -0.052 0.152 -0.001
```
Forces are in eV/Å.

The energy relative to the best compared isomer or geometry (same formula, charge and spin) comes out at 305.17 kJ/mol. For the total energy, the calculation gives -265.4193 a.u. The net charge is 0.

=====

[4]
Computed, not measured: an isolated ion of composition C2H4NO2 and charge +1 at a distorted geometry, with ωB97M-V/def2-TZVPD.

Geometry as XYZ:
```
9
Properties=species:S:1:pos:R:3:forces:R:3
C 1.523 0.130 0.085 -0.652 -4.168 -2.331
C 0.147 -0.172 0.506 -7.212 1.865 3.092
N -1.069 0.156 -0.348 0.080 3.441 2.920
O 2.413 0.878 0.024 0.988 1.718 0.575
O 1.262 -1.133 -0.264 4.646 -1.015 -1.571
H -0.194 -0.706 1.411 0.962 0.402 -0.461
H -0.939 0.020 -1.356 0.106 0.353 0.016
H -1.249 1.286 -0.005 -0.225 -3.750 -2.012
H -1.893 -0.460 -0.053 1.307 1.155 -0.227
```
Forces are in eV/Å.

The spin multiplicity is 3. The energy relative to the best compared isomer or geometry (same formula, charge and spin) comes out at 373.11 kJ/mol. For the total energy, the calculation gives -283.2927 a.u. The net charge is +1.

=====

[5]
Computed, not measured: C2H8N2O2P as an isolated structure at a distorted geometry, with ωB97M-V/def2-TZVPD.

Geometry as XYZ:
```
15
Properties=species:S:1:pos:R:3:forces:R:3
C 1.480 -1.265 -1.198 2.421 -5.729 -3.276
C 1.207 0.820 -0.047 2.756 -2.140 0.407
N 0.680 -0.359 -0.754 -5.340 4.973 2.409
N 0.605 0.986 1.229 -1.766 0.720 -0.154
O -3.575 0.275 0.610 -1.118 1.773 0.667
O -1.546 -0.881 -0.075 -1.339 -0.665 0.513
P -2.830 -1.072 0.651 0.589 -0.548 -0.551
H 1.194 -2.065 -1.928 -0.109 1.376 0.512
H 2.499 -1.210 -1.014 1.675 -0.091 0.648
H 1.316 1.634 -0.740 -0.432 1.077 0.415
H 2.314 0.455 0.168 -1.770 0.814 -0.230
H -0.506 -0.428 -0.669 2.847 -0.520 0.272
H -0.215 1.656 1.290 1.593 -1.077 0.173
H 0.639 0.257 1.989 0.124 0.901 -1.545
H -3.262 1.198 0.489 -0.130 -0.863 -0.259
```
Forces are in eV/Å.

The spin multiplicity is 3. For the total energy, the calculation gives -681.9349 a.u. The net charge is +1.

=====

[6]
Computed, not measured: a 2-piece molecular cluster, C10H16OS overall at a distorted geometry, with ωB97M-V/def2-TZVPD.

Geometry as XYZ:
```
28
Properties=species:S:1:pos:R:3:forces:R:3
C -2.209 3.396 -0.935 0.599 -0.646 -0.631
C -1.398 2.360 -0.113 -0.967 0.215 0.110
C -1.462 0.916 -0.578 0.440 0.294 1.280
C -2.159 -0.003 0.243 0.950 0.384 0.026
C -1.903 -1.350 0.146 -0.543 -0.203 -0.647
C -1.201 -1.798 -0.976 -0.205 -0.547 -0.023
O -1.140 -3.159 -1.167 0.175 0.148 -0.344
C -0.639 -0.925 -1.878 -0.192 0.631 0.197
C -0.625 0.448 -1.566 -0.532 -0.558 -0.438
H -3.171 3.670 -0.510 0.093 0.028 0.157
H -2.398 2.974 -1.927 -0.088 0.102 0.038
H -1.579 4.266 -1.102 -0.304 0.301 0.133
H -0.371 2.690 -0.062 0.400 -0.062 -0.132
H -1.754 2.392 0.920 0.071 -0.001 0.008
H -2.726 0.416 1.064 -0.173 -0.199 0.027
H -2.349 -2.104 0.785 0.011 0.174 0.123
H -0.621 -3.322 -1.971 -0.201 -0.039 0.377
H -0.359 -1.294 -2.853 0.734 -0.049 -0.008
H 0.025 1.130 -2.102 -0.224 0.017 -0.232
C 3.327 -1.614 0.331 0.283 0.407 -0.627
S 3.956 -0.404 1.508 -0.329 -0.116 0.416
C 2.863 -0.772 2.944 1.439 1.121 -0.353
H 2.247 -1.738 0.369 -0.021 0.185 -0.022
H 3.635 -1.230 -0.645 -0.363 0.051 -0.033
H 3.812 -2.572 0.394 0.140 -0.490 0.466
H 1.984 -0.137 2.871 -0.515 -0.784 -0.137
H 3.398 -0.390 3.815 0.097 -0.231 0.047
H 2.819 -1.848 2.996 -0.774 -0.133 0.222
```
Forces are in eV/Å.

The energy relative to the best compared isomer or geometry (same formula, charge and spin) comes out at 84.99 kJ/mol. Its structure (SMILES) is CCc1ccc(O)cc1.CSC. For the total energy, the calculation gives -864.0307 a.u. The net charge is 0.